*P*
14
Properties=species:S:1:pos:R:3 method="wB97M-V/def2-TZVPD" e_lumo_ev=0.422 orbital_gap_ev=9.6 homo_ev=-9.1325 smiles=NCO.O.O
N -1.57052 -2.03743 0.01050
C -1.94089 -1.65214 1.39942
O -1.20532 -0.47766 1.64925
H -0.97531 -2.96961 0.02572
H -1.28084 -1.23347 -0.54942
H -1.57084 -2.37058 2.16068
H -2.94757 -1.51070 1.62196
H -0.77504 -0.09557 0.81161
O 3.01691 1.18265 0.14996
H 3.05258 2.15026 -0.22755
H 3.07268 1.20037 1.21550
O 0.71476 2.42475 -2.65780
H 0.79209 3.27179 -2.94826
H 1.61732 2.11733 -2.66155

*Q*
14
Properties=species:S:1:pos:R:3 method="wB97M-V/def2-TZVPD" e_lumo_ev=0.658 orbital_gap_ev=10.8 homo_ev=-10.1547 smiles=NCO.O.O
N 2.58482 0.40410 -1.35633
C 2.27506 -1.00414 -1.39053
O 1.42552 -1.45711 -0.28736
H 1.68722 0.84195 -1.55151
H 2.87959 0.75724 -0.45536
H 3.20859 -1.55928 -1.29959
H 1.75440 -1.31330 -2.29699
H 2.12904 -1.75725 0.30044
O -1.60890 -2.23365 -0.55376
H -0.76455 -2.29626 -1.01597
H -1.44685 -2.75244 0.24324
O -4.76951 4.49540 3.21951
H -4.94242 3.91348 3.94422
H -4.41199 3.96126 2.49999

Of all the structures shown, which is most stable? *Q*, and *P* is the least stable.